DFT (ωB97M-V with the def2-TZVPD basis set) results for a molecular structure, N5O27Pb6S3.

Structure (XYZ):
```
41
Properties=species:S:1:pos:R:3:forces:R:3:mulliken_charge:R:1
Pb 1.539036 2.047861 -2.294873 0.708 -0.361 0.955 1.265
Pb 0.161039 3.470006 1.900590 -0.106 -1.000 0.477 1.333
Pb -3.205213 0.010993 -1.436763 -0.362 0.104 1.532 1.394
Pb -1.947676 0.059944 2.945315 -0.703 -0.546 0.022 1.516
Pb 0.258064 -2.354791 -1.977875 0.944 -0.049 0.425 1.503
Pb 2.911515 -0.348380 1.509057 -0.790 -0.442 0.564 1.195
N -2.367330 -2.710787 0.342606 -0.354 7.124 -1.596 0.462
O -1.310827 -2.733797 -0.401540 -2.655 -1.112 1.827 -0.333
O -3.072262 -3.496088 0.759275 -0.210 -5.021 0.767 -0.423
O -2.896437 -1.417779 0.599839 2.333 -1.197 -1.538 -0.533
N 1.373066 -0.061581 -4.197044 2.913 -1.661 2.034 1.319
O 1.470311 1.085250 -4.449078 -1.024 6.668 -2.694 -0.814
O 1.473722 -0.297235 -2.959078 -1.043 -0.581 3.608 -0.638
O 1.554490 -0.908918 -4.941595 -0.756 -4.294 -3.941 -0.498
N 4.311496 1.868999 0.391337 -1.394 -4.189 -0.708 1.165
O 3.209508 1.403627 -0.315325 2.207 0.361 1.809 -0.650
O 4.695985 2.917092 0.233563 1.190 6.238 -1.508 -0.536
O 4.915804 1.098145 1.165925 -1.194 -1.379 0.174 -0.674
N -1.968287 -1.534935 -4.037850 -5.072 -1.019 2.524 0.803
O -3.090171 -2.085933 -3.966761 1.258 1.085 1.199 -0.571
O -1.568264 -0.858300 -2.811527 0.548 -1.711 -3.385 -0.490
O -1.356001 -1.564480 -5.020554 3.208 1.025 -1.195 -0.425
N 0.858643 -3.276739 0.961045 -0.852 -2.314 1.773 0.747
O 0.550418 -3.362520 2.179668 0.994 1.959 -2.383 -0.561
O 0.780514 -4.279699 0.267151 0.273 0.018 -0.849 -0.571
O 1.226958 -2.181896 0.335951 -0.031 -0.158 1.112 -0.183
S 1.268989 0.975044 3.994155 0.616 -2.280 -1.038 1.107
O -0.252280 1.213551 3.988591 2.341 0.164 0.648 -0.675
O 1.998528 1.447280 5.140477 -1.117 0.879 -1.249 -0.527
O 1.647593 -0.509642 3.787120 -1.164 3.079 -0.954 -0.712
O 1.645165 1.711678 2.551220 0.014 -0.672 1.998 -0.684
S -3.131232 2.304798 1.152664 0.902 -0.943 -1.617 1.073
O -2.700508 2.684286 -0.221647 0.064 -1.360 1.058 -0.675
O -1.879134 2.402969 2.102821 -0.040 -0.080 -0.188 -0.654
O -4.199710 3.046223 1.633081 -1.877 2.252 1.292 -0.569
O -3.502006 0.829625 1.291262 1.134 0.788 -0.920 -0.822
S 0.077812 0.644625 0.010757 1.135 0.362 -0.411 1.160
O -0.913448 0.370946 -1.030097 -0.435 0.374 0.556 -0.270
O -0.265996 0.222940 1.359820 0.274 -0.208 -1.116 0.078
O 1.332004 0.015737 -0.506395 -1.382 0.718 0.664 -0.820
O 0.366112 2.151874 -0.035279 -0.497 -0.618 0.270 -0.811
```
Forces are in eV/Å.

Values from the calculation:
Max |F| in eV Å⁻¹: 7.3
Net charge: +1
E in eV: -126703.9799
LUMO level in Ha: -0.183
Highest occupied orbital energy in Eh: -0.475

---

DFT (ωB97M-V with the def2-TZVPD basis set) results for 2 unconnected molecules or ions with the total composition C2H8NS2.

Structure (XYZ):
```
13
Properties=species:S:1:pos:R:3:forces:R:3:mulliken_charge:R:1
C -0.732008 0.601721 0.899848 -2.790 0.026 -1.858 -1.356
C -0.724492 -0.416670 -0.185876 -0.833 2.835 -1.811 0.697
N -0.844171 -0.022809 -1.458315 0.072 -0.627 -0.667 -0.399
S -0.819465 -1.983062 0.282931 0.186 -2.516 -0.461 -0.090
S 2.128289 -0.095419 -0.188487 2.880 0.584 0.191 -0.323
H -1.622059 0.292675 1.449122 0.177 0.536 0.677 0.486
H 0.154193 0.607285 1.426880 1.632 -0.062 1.326 0.474
H -0.938672 1.555779 0.439017 0.119 0.512 0.200 0.374
H -0.808495 -0.764290 -2.223020 -0.253 1.562 1.282 0.250
H 2.815045 1.031908 -0.469015 -1.185 0.772 -0.716 0.169
H -1.032310 0.989050 -1.766734 0.745 -2.166 0.923 0.281
H -1.025556 -1.677973 1.551349 0.173 -0.059 0.569 0.206
H 3.449696 -0.118192 0.242294 -0.922 -1.399 0.343 0.232
```
Forces are in eV/Å.

Values from the calculation:
Max |F| in eV Å⁻¹: 3.5
Net charge: +1
E in eV: -25356.3550
LUMO level in Ha: -0.176
Highest occupied orbital energy in Eh: -0.498
ΔE to the lowest compared entry with this formula, charge and spin in kJ/mol: 114.0

---

DFT (ωB97M-V with the def2-TZVPD basis set) results for a molecular structure, C30H27N2O8S2W.

Structure (XYZ):
```
70
Properties=species:S:1:pos:R:3:forces:R:3:mulliken_spin:R:1
W -0.535636 -0.110650 -0.618935 -0.454 0.149 -0.378 1.521
O 2.389996 1.774397 -0.841288 0.069 0.025 0.005 -0.004
C 1.439632 1.579689 -1.554169 -0.135 0.008 -0.076 0.073
O 0.985118 0.356053 -1.853203 0.067 0.076 0.136 0.044
C 0.543569 2.668564 -2.125706 0.195 0.115 0.021 -0.005
C -0.455229 2.033473 -3.089703 -0.030 -0.136 0.060 -0.002
C -1.326777 3.056404 -3.800600 -0.018 0.025 -0.038 0.003
C -2.306315 3.495304 -2.690359 0.002 0.014 0.003 -0.004
C -1.774384 2.724592 -1.498767 0.035 -0.102 0.019 0.024
O -1.384640 1.435642 -2.102703 -0.046 0.186 -0.106 -0.004
C -0.409089 3.256975 -1.025702 -0.116 0.040 0.016 0.011
C -0.213866 2.787859 0.417895 0.015 -0.088 0.050 -0.011
O -0.069517 3.561581 1.323951 0.015 0.041 -0.047 0.023
O -0.358057 1.479781 0.608281 0.151 0.131 -0.068 0.069
H 1.160375 3.449545 -2.567787 -0.022 -0.002 0.003 0.000
H -0.053772 1.243546 -3.712564 0.002 0.019 0.001 -0.001
H -0.722892 3.876068 -4.186560 0.010 0.001 0.003 0.000
H -1.849109 2.601679 -4.639456 0.000 0.001 -0.001 0.000
H -2.302599 4.567081 -2.502700 0.008 0.001 0.002 -0.001
H -3.327128 3.192109 -2.917314 0.001 0.000 0.002 0.001
H -2.489615 2.535137 -0.706395 -0.014 0.025 0.016 -0.002
H -0.380075 4.343663 -1.026454 0.002 -0.012 0.051 0.001
C 0.906027 -2.607382 -2.958926 -0.040 0.026 0.006 0.015
C -0.550914 -2.304583 -3.021626 0.002 0.016 0.062 0.039
N -1.197946 -1.545422 -2.163562 0.105 -0.077 0.053 0.077
C -2.563276 -1.529660 -2.406510 -0.047 -0.048 -0.113 -0.002
C -2.942980 -2.256494 -3.485005 0.038 0.040 0.108 -0.011
S -1.577617 -3.003614 -4.190480 -0.004 0.042 0.013 0.009
C -3.389545 -0.814956 -1.436582 -0.138 -0.003 -0.036 0.008
C -4.734389 -0.845556 -1.270601 0.132 -0.012 -0.011 0.004
S -5.158167 -0.002592 0.152562 0.034 -0.002 -0.012 0.001
C -3.526196 0.367273 0.468196 0.005 0.020 0.029 0.024
N -2.719100 -0.093904 -0.464546 -0.167 -0.140 0.028 -0.001
C -3.124886 1.103016 1.702014 0.026 -0.016 -0.076 0.013
H 1.448717 -1.752760 -2.560734 0.005 -0.007 -0.009 0.002
H 1.295248 -2.854702 -3.944517 0.009 -0.018 0.002 0.000
H 1.063396 -3.465763 -2.302109 0.023 0.011 0.009 0.004
H -3.935240 -2.396836 -3.878711 -0.007 -0.006 -0.008 0.000
H -5.469800 -1.355580 -1.869185 -0.004 -0.002 -0.006 0.000
H -3.953205 1.119000 2.407045 0.013 0.022 0.019 0.000
H -2.836636 2.130900 1.478622 -0.005 0.010 0.020 0.001
H -2.261840 0.623149 2.161457 -0.007 -0.015 -0.008 -0.002
O 1.302974 -0.605948 0.368707 0.252 -0.188 -0.033 0.031
C 1.284560 -1.271643 1.663740 -0.061 0.164 0.094 0.015
C -0.091232 -1.959117 1.682950 0.020 -0.012 -0.017 0.008
O -0.389548 -2.806834 2.470119 0.018 0.046 0.013 0.016
O -0.915598 -1.495011 0.745967 0.019 -0.133 0.164 0.015
C 1.373848 -0.205301 2.744670 0.039 -0.015 -0.064 0.001
C 2.528070 0.573806 2.782487 -0.010 -0.018 -0.010 0.010
C 2.624722 1.637454 3.662089 -0.018 0.006 0.021 -0.002
C 1.575098 1.917318 4.527483 0.037 0.001 -0.020 0.001
C 0.439348 1.125603 4.512669 -0.019 -0.004 0.019 -0.004
C 0.333415 0.067520 3.620072 -0.003 -0.006 0.031 -0.002
C 2.402453 -2.290444 1.710376 -0.004 -0.059 0.056 -0.001
C 3.036653 -2.726122 0.554294 0.022 0.045 -0.043 -0.004
C 4.026140 -3.696613 0.628061 0.033 -0.034 0.011 -0.001
C 4.375604 -4.243616 1.851995 -0.001 -0.007 0.022 0.000
C 3.737926 -3.812510 3.007782 0.003 0.005 -0.028 0.000
C 2.757646 -2.837023 2.938965 -0.012 -0.014 0.017 0.000
H 1.933473 0.148080 0.331148 0.000 -0.138 0.027 0.006
H 3.362006 0.343293 2.126749 0.002 0.002 -0.007 -0.001
H 3.520646 2.242932 3.676782 0.002 0.008 0.003 0.000
H 1.648596 2.747937 5.216082 -0.001 0.004 0.005 0.000
H -0.371537 1.330427 5.199198 -0.006 0.000 -0.002 0.000
H -0.553973 -0.553379 3.632089 -0.002 -0.005 -0.006 0.001
H 2.780790 -2.294651 -0.404811 -0.015 -0.013 0.021 -0.004
H 4.528821 -4.023238 -0.272781 -0.004 0.009 -0.012 0.000
H 5.146962 -4.999915 1.908337 0.002 -0.003 -0.002 0.000
H 4.006822 -4.233965 3.966799 0.006 -0.004 0.005 0.000
H 2.263706 -2.501037 3.841387 -0.011 0.004 -0.009 0.000
```
Forces are in eV/Å.

Values from the calculation:
2S+1: 3
Max |F| in eV Å⁻¹: 0.6
Net charge: +1
E in eV: -74403.1102
LUMO level (spin up / spin down) in Ha: -0.112 / -0.114
Highest occupied orbital energy (spin up / spin down) in Eh: -0.393 / -0.413
ΔE to the lowest compared entry with this formula, charge and spin in kJ/mol: 52.9